Record 1
Molecular formula: C19H30Cl2FINO6PSn
Method: DFT, wB97M-V/def2-TZVPD

Summary:
max |F|	2.942	eV/A
highest occupied orbital energy	-0.5178	Eh
charge	+2
HOMO-LUMO gap	0.166	hartree

Each line ends with the Mulliken charge.
CARTESIAN COORDINATES (ANGSTROEM)
1 C 3.4087 -2.8143 2.1663  -1.44
2 C 1.9348 -2.2051 2.0708  0.08
3 O 1.9937 -0.8957 2.6304  -0.51
4 C 1.4538 -2.3361 0.5759  -1.16
5 C 0.8134 -1.0761 -0.1099  1.82
6 C 2.0023 -0.0616 -0.3348  -1.84
7 O 1.7520 0.9054 -1.3998  -0.36
8 C 1.5067 2.1324 -0.9614  0.32
9 C 2.4081 2.9620 -0.1679  -0.27
10 C 2.0886 4.3275 0.2715  -0.92
11 C 0.8101 4.9381 -0.1329  -0.70
12 C -0.1035 4.1208 -0.9321  -0.34
13 C 0.2033 2.7432 -1.3512  0.13
14 C 0.0556 -1.4278 -1.4587  -0.73
15 C 0.7370 -2.4875 -2.3983  0.22
16 C 2.2636 -2.2995 -2.7004  -1.07
17 Cl 0.3542 -4.2266 -1.9342  -0.19
18 O -0.1334 -0.3271 0.7029  0.00
19 C -1.1160 -1.1495 1.3038  -0.56
20 C -1.1051 -1.0972 2.8952  -1.01
21 C -0.9716 0.3896 3.3906  0.13
22 F 0.1378 0.6365 4.2283  -0.33
23 C -2.5500 -0.5051 0.9170  -0.11
24 Cl -3.6123 -1.8866 0.3193  -0.14
25 O -2.3624 0.5096 -0.0542  0.23
26 C -3.5774 1.1090 -0.4411  -0.91
27 I -3.7203 3.2288 0.1055  0.05
28 P -3.7118 0.8788 -2.3088  0.75
29 N -2.3539 1.1514 -3.0622  -0.66
30 O -4.8585 1.9369 -2.8756  -0.54
31 O -4.2037 -0.6726 -2.6349  -0.49
32 H 4.1981 -2.0493 1.9521  0.38
33 H 3.5583 -3.6768 1.4701  0.38
34 H 3.5313 -3.2115 3.2064  0.40
35 H 1.3089 -2.8790 2.7103  0.26
36 H 2.9104 -0.6013 2.7407  0.37
37 H 2.2997 -2.7742 -0.0149  0.29
38 H 0.6616 -3.1365 0.5614  0.44
39 H 2.2634 0.4909 0.5979  0.38
40 H 2.9219 -0.6316 -0.6358  0.33
41 H 3.3937 2.5425 0.1440  0.54
42 H 2.7742 4.9493 0.9112  0.76
43 H 0.4846 5.9727 0.1225  0.45
44 H -1.0742 4.5514 -1.2726  0.59
45 H -0.5436 2.1969 -1.9896  0.34
46 H -0.1234 -0.5182 -2.0990  0.09
47 H -0.9815 -1.8259 -1.2664  0.15
48 H 0.2243 -2.3737 -3.3920  0.57
49 H 2.4284 -2.6704 -3.7508  0.42
50 H 2.9430 -2.9303 -2.0696  0.29
51 H 2.5904 -1.2237 -2.7318  0.12
52 H -1.1695 -2.1929 0.9203  0.79
53 H -0.3847 -1.8093 3.3528  0.24
54 H -2.1298 -1.4411 3.2065  0.52
55 H -1.8947 0.6798 3.9649  0.32
56 H -0.9065 1.1346 2.5443  -0.35
57 H -3.0829 -0.0846 1.8074  0.55
58 H -4.4907 0.6479 0.0122  0.80
59 H -2.5343 1.9239 -3.7161  0.22
60 H -4.9898 1.6762 -3.8123  0.40
61 H -4.9075 -0.9039 -1.9896  0.34
62 Sn 1.1771 3.6668 2.1966  1.17


Record 2
Molecular formula: C4H10NO3P
Method: DFT, wB97M-V/def2-TZVPD

Summary:
max |F|	4.382	eV/A
highest occupied orbital energy	-0.3319	Eh
relative energy (zero: lowest compared OMol25 entry of this formula, charge and spin)	77.1	kcal per mole
HOMO-LUMO gap	0.361	hartree

Each line ends with the Mulliken charge.
CARTESIAN COORDINATES (ANGSTROEM)
1 C -0.8128 -2.3173 -0.4805  -0.52
2 O -0.5130 -1.4103 0.5234  -0.26
3 P -0.3969 0.2998 0.3556  0.30
4 O -0.2226 0.6481 1.8720  -0.37
5 O -1.9734 0.7291 0.0825  -0.35
6 C -2.5649 1.2169 -1.1985  -0.62
7 H -1.5716 -1.7982 -1.0728  0.19
8 H -1.2470 -3.2610 -0.0025  0.20
9 H -0.0197 -2.7336 -1.0695  0.26
10 H -1.1731 0.6672 2.1243  0.33
11 H -3.0686 0.3898 -1.7190  0.27
12 H -1.8230 1.7177 -1.8303  0.33
13 H -3.4460 1.7969 -0.7451  0.22
14 C 2.8416 0.2915 1.2255  -0.03
15 N 3.6387 -0.3819 0.5590  -0.45
16 C 3.2567 0.9295 -0.0020  -0.12
17 H 2.5786 0.4877 2.2920  0.26
18 H 2.4877 0.9639 -0.8220  0.15
19 H 4.0292 1.7641 -0.0921  0.21


Record 3
Molecular formula: C29H45N9O2S2Zr
Method: DFT, wB97M-V/def2-TZVPD

Summary:
max |F|	1.725	eV/A
highest occupied orbital energy	-0.4679	Eh
relative energy (zero: lowest compared OMol25 entry of this formula, charge and spin)	29.4	kcal per mole
charge	+2
HOMO-LUMO gap	0.275	hartree

Each line ends with the Mulliken charge.
CARTESIAN COORDINATES (ANGSTROEM)
1 Zr -0.3207 0.9850 -0.7239  0.46
2 N 2.0914 0.5632 -0.5412  -0.26
3 C 3.0881 1.5678 -0.9986  -1.12
4 C 2.4442 2.9094 -1.2798  -1.14
5 N 1.1795 2.7829 -2.0392  1.10
6 C 1.4143 2.2175 -3.3791  -0.83
7 C 0.1021 1.7842 -4.0040  -0.92
8 N -0.6196 0.9043 -3.0576  -0.43
9 C 0.5963 4.1387 -2.1817  -0.83
10 C -0.3425 4.4450 -1.0396  -1.01
11 N -1.2563 3.3018 -0.8972  -0.56
12 H 2.2820 0.3447 0.4336  0.42
13 H 2.2402 -0.3146 -1.0277  -0.11
14 H 3.5936 1.1835 -1.8841  0.38
15 H 3.8586 1.7117 -0.2413  0.49
16 H 3.1552 3.5434 -1.8222  0.48
17 H 2.2069 3.4004 -0.3377  0.60
18 H 2.0641 1.3505 -3.2820  0.34
19 H 1.9271 2.9337 -4.0309  0.38
20 H 0.2935 1.2721 -4.9481  0.53
21 H -0.5336 2.6385 -4.2274  0.44
22 H -0.2364 -0.0448 -3.1226  0.15
23 H -1.5992 0.8224 -3.3103  0.26
24 H 0.0383 4.1910 -3.1159  0.39
25 H 1.3922 4.8853 -2.2448  0.38
26 H -0.8759 5.3754 -1.2409  0.51
27 H 0.1995 4.5732 -0.1037  0.37
28 H -2.0075 3.3457 -1.5801  0.23
29 H -1.7135 3.3330 0.0094  0.33
30 C -1.5494 -1.6567 2.8156  -1.29
31 C -1.6472 -0.9515 1.4995  -0.04
32 N -0.6063 -0.3176 1.0379  1.71
33 N 0.4995 -0.2958 1.9120  -0.81
34 C 0.9525 0.8880 2.1497  0.22
35 S 0.3439 2.3426 1.4120  -0.39
36 S 2.3706 1.0117 3.1991  -0.08
37 C 1.7908 0.0428 4.6536  -0.89
38 C 0.9571 0.8725 5.5823  0.59
39 C -0.3925 1.0887 5.3174  0.81
40 C -1.1594 1.8773 6.1599  -1.03
41 C -0.5809 2.4611 7.2791  -0.45
42 C 0.7628 2.2503 7.5502  -0.62
43 C 1.5284 1.4610 6.7038  -0.64
44 C -2.9368 -0.8673 0.8177  0.95
45 C -3.9732 -1.7741 1.0991  -0.74
46 C -5.2539 -1.5596 0.6437  -1.16
47 C -5.5486 -0.3829 -0.0491  -0.54
48 C -4.5500 0.5178 -0.3522  -0.80
49 C -3.2317 0.2469 0.0106  0.07
50 O -2.2670 1.0689 -0.4071  -0.21
51 H -1.5571 -0.9108 3.6133  0.06
52 H -2.3824 -2.3278 2.9851  0.53
53 H -0.6041 -2.1911 2.8927  0.34
54 H 1.2592 -0.8196 4.2577  0.18
55 H 2.7074 -0.3021 5.1295  0.61
56 H -0.8475 0.6400 4.4413  -0.07
57 H -2.2100 2.0310 5.9504  0.43
58 H -1.1772 3.0760 7.9394  0.39
59 H 1.2161 2.6967 8.4249  0.39
60 H 2.5773 1.2980 6.9214  0.39
61 H -3.7629 -2.6667 1.6710  0.42
62 H -6.0341 -2.2753 0.8607  0.47
63 H -6.5666 -0.1766 -0.3526  0.46
64 H -4.7597 1.4300 -0.8953  0.45
65 N -3.1014 -1.9645 -2.6500  -0.15
66 C -2.2795 -1.3676 -2.0911  -0.01
67 H -3.8643 -2.4587 -3.0714  0.22
68 C 2.7472 -1.4646 -3.5953  -0.80
69 N 2.1389 -2.6054 -2.9420  0.13
70 C 2.7619 -3.9010 -3.2208  -0.66
71 C 1.7224 -4.9938 -3.1333  -0.72
72 C 1.0792 -4.9248 -1.7692  -0.65
73 N 0.6126 -3.5659 -1.4833  0.33
74 C -0.3712 -3.4815 -0.4212  -0.39
75 C 1.1135 -2.4590 -2.0681  0.18
76 O 0.6468 -1.3055 -1.8186  0.96
77 H 2.7616 -1.6146 -4.6759  0.49
78 H 3.7774 -1.3251 -3.2570  0.34
79 H 2.1711 -0.5736 -3.3772  -0.25
80 H 3.5784 -4.0805 -2.5146  0.30
81 H 3.1936 -3.8499 -4.2195  0.35
82 H 2.1787 -5.9699 -3.2873  0.39
83 H 0.9689 -4.8438 -3.9094  0.30
84 H 1.7801 -5.2379 -0.9893  0.35
85 H 0.2122 -5.5839 -1.7143  0.38
86 H -1.3031 -3.9617 -0.7262  0.39
87 H -0.5619 -2.4452 -0.1875  -0.68
88 H 0.0084 -3.9924 0.4668  0.45